{
  "formula": "C44H80O22Si2",
  "method": "ωB97M-V/def2-TZVPD",
  "lumo_energy_ev": 0.33,
  "homo_lumo_gap_ha": 0.39203,
  "e_homo_ev": -10.34,
  "symbols": ["C", "C", "C", "C", "C", "C", "C", "C", "C", "C", "C", "C", "C", "C", "C", "C", "Si", "O", "Si", "H", "H", "H", "H", "H", "H", "H", "H", "H", "H", "H", "H", "H", "H", "H", "H", "H", "H", "H", "H", "H", "H", "H", "H", "H", "H", "H", "H", "H", "H", "H", "H", "H", "H", "H", "H", "H", "H", "C", "C", "C", "O", "C", "O", "O", "H", "H", "H", "H", "H", "H", "C", "C", "C", "O", "C", "O", "O", "H", "H", "H", "H", "H", "H", "C", "C", "C", "O", "C", "O", "O", "H", "H", "H", "H", "H", "H", "C", "C", "C", "O", "C", "O", "O", "H", "H", "H", "H", "H", "H", "C", "C", "C", "O", "C", "O", "O", "H", "H", "H", "H", "H", "H", "C", "C", "C", "O", "C", "O", "O", "H", "H", "H", "H", "H", "H", "C", "C", "C", "O", "C", "O", "O", "H", "H", "H", "H", "H", "H"],
  "positions_angstrom": [[4.15, -3.99, 0.38], [4.80, -2.62, 0.65], [4.26, -1.55, -0.32], [3.63, -0.33, 0.38], [2.96, 0.60, -0.63], [1.79, -0.09, -1.37], [2.04, -0.29, -2.88], [1.74, -1.70, -3.39], [0.44, -2.33, -2.84], [0.69, -3.57, -1.96], [-0.57, -4.44, -1.76], [-1.25, -4.36, -0.37], [-2.70, -3.86, -0.47], [-2.80, -2.42, -0.96], [-2.10, -1.45, 0.02], [-2.71, -0.02, -0.03], [-2.63, 0.96, 1.56], [-3.92, 0.64, 2.57], [-4.08, -0.87, 3.29], [4.49, -4.75, 1.08], [3.06, -3.89, 0.44], [4.39, -4.32, -0.63], [5.88, -2.72, 0.56], [4.59, -2.34, 1.68], [5.09, -1.18, -0.93], [3.53, -2.02, -0.98], [4.43, 0.21, 0.89], [2.92, -0.65, 1.15], [3.73, 0.93, -1.33], [2.60, 1.48, -0.12], [0.89, 0.51, -1.23], [1.59, -1.06, -0.90], [3.07, -0.04, -3.15], [1.40, 0.41, -3.43], [2.60, -2.35, -3.20], [1.65, -1.65, -4.48], [-0.15, -1.59, -2.30], [-0.17, -2.67, -3.68], [1.44, -4.16, -2.48], [1.14, -3.30, -1.00], [-1.30, -4.18, -2.53], [-0.30, -5.48, -1.94], [-1.28, -5.37, 0.04], [-0.68, -3.75, 0.33], [-3.20, -3.92, 0.50], [-3.23, -4.53, -1.15], [-3.86, -2.14, -0.99], [-2.40, -2.31, -1.97], [-2.17, -1.89, 1.01], [-1.04, -1.36, -0.21], [-3.75, -0.04, -0.35], [-2.17, 0.55, -0.78], [-1.34, 0.79, 2.27], [-2.74, 2.40, 1.23], [-4.74, -1.77, 2.31], [-2.73, -1.40, 3.56], [-4.92, -0.80, 4.48], [-0.32, 6.67, 3.76], [-0.10, 5.34, 3.08], [-0.51, 4.12, 3.87], [0.37, 3.12, 3.35], [1.50, 3.74, 2.92], [2.50, 3.19, 2.60], [1.31, 5.08, 2.90], [0.31, 7.44, 3.30], [-1.36, 6.98, 3.67], [-0.06, 6.62, 4.82], [-0.57, 5.33, 2.09], [-1.54, 3.82, 3.72], [-0.30, 4.23, 4.94], [-6.63, 2.12, 2.76], [-8.11, 2.33, 2.66], [-8.68, 2.51, 1.27], [-9.83, 3.33, 1.51], [-9.59, 4.05, 2.63], [-10.25, 4.97, 3.00], [-8.49, 3.59, 3.26], [-6.28, 2.36, 3.76], [-6.37, 1.08, 2.54], [-6.09, 2.76, 2.06], [-8.66, 1.54, 3.20], [-8.97, 1.58, 0.79], [-7.99, 3.06, 0.63], [6.64, -5.00, -2.71], [5.44, -5.87, -2.94], [4.24, -5.19, -3.55], [3.15, -5.97, -3.04], [3.54, -6.49, -1.85], [2.82, -7.01, -1.07], [4.87, -6.32, -1.68], [7.30, -5.45, -1.97], [7.18, -4.87, -3.64], [6.35, -4.02, -2.34], [5.70, -6.76, -3.51], [4.23, -5.20, -4.64], [4.13, -4.16, -3.19], [0.19, -5.39, 5.94], [-1.29, -5.19, 5.78], [-1.78, -4.99, 4.36], [-2.97, -4.20, 4.56], [-2.79, -3.51, 5.71], [-3.50, -2.62, 6.07], [-1.72, -3.96, 6.39], [0.49, -5.17, 6.97], [0.46, -6.42, 5.71], [0.75, -4.73, 5.28], [-1.85, -6.00, 6.26], [-2.04, -5.91, 3.84], [-1.08, -4.41, 3.76], [7.30, 0.24, -2.54], [7.91, -0.68, -3.55], [8.03, -0.14, -4.96], [7.97, -1.35, -5.75], [7.27, -2.26, -5.04], [6.89, -3.31, -5.47], [7.07, -1.83, -3.78], [6.92, -0.33, -1.69], [8.04, 0.96, -2.17], [6.46, 0.80, -2.97], [8.88, -1.06, -3.20], [8.96, 0.38, -5.16], [7.18, 0.48, -5.22], [-8.67, 7.54, 3.36], [-8.03, 8.77, 3.93], [-8.08, 10.02, 3.08], [-6.91, 10.73, 3.50], [-6.02, 9.82, 3.94], [-4.88, 10.05, 4.19], [-6.60, 8.60, 4.06], [-8.29, 6.65, 3.85], [-9.75, 7.56, 3.50], [-8.46, 7.45, 2.29], [-8.42, 8.98, 4.93], [-8.97, 10.63, 3.24], [-7.98, 9.79, 2.01], [2.19, 0.95, -6.95], [2.57, 1.82, -5.78], [2.82, 3.28, -6.10], [3.75, 3.65, -5.07], [4.42, 2.54, -4.69], [5.38, 2.56, -3.99], [3.85, 1.44, -5.23], [2.39, -0.10, -6.71], [1.14, 1.06, -7.18], [2.78, 1.20, -7.83], [1.83, 1.72, -4.98], [1.94, 3.91, -6.05], [3.32, 3.40, -7.06]]
}